Entry 1:
{
  "formula": "C41H45ClIrN3O7P",
  "method": "ωB97M-V/def2-TZVPD",
  "fmax_ev_per_a": 1.46,
  "multiplicity": 1,
  "total_charge": 1,
  "homo_lumo_gap_ev": [7.139, 7.140],
  "symbols": ["Ir", "Cl", "P", "O", "O", "O", "O", "O", "O", "O", "N", "N", "N", "C", "C", "C", "C", "C", "C", "C", "C", "C", "C", "C", "C", "C", "C", "C", "C", "C", "C", "C", "C", "C", "C", "C", "C", "C", "C", "C", "C", "C", "C", "C", "C", "C", "C", "C", "C", "C", "C", "C", "C", "C", "H", "H", "H", "H", "H", "H", "H", "H", "H", "H", "H", "H", "H", "H", "H", "H", "H", "H", "H", "H", "H", "H", "H", "H", "H", "H", "H", "H", "H", "H", "H", "H", "H", "H", "H", "H", "H", "H", "H", "H", "H", "H", "H", "H", "H"],
  "coordinates": [[0.121, -0.348, -0.114], [1.101, -2.328, -1.254], [-1.565, -0.562, -1.620], [6.586, 2.424, -3.389], [1.922, 2.115, -3.026], [5.698, -1.099, 1.764], [4.357, -2.367, 0.650], [7.855, 1.361, -2.007], [2.302, -0.178, 0.344], [0.951, 0.611, -1.897], [1.979, 1.254, -2.187], [4.892, -1.304, 0.884], [6.773, 1.689, -2.444], [-2.217, -1.131, 3.942], [-0.919, -1.653, -2.912], [-0.861, 0.826, 1.249], [-3.145, -0.757, 1.764], [5.751, 0.280, -0.684], [1.079, 1.069, 2.474], [-2.755, 3.269, -2.132], [-2.533, 1.998, -1.628], [0.633, -1.895, 4.804], [-1.640, -2.733, 2.076], [4.641, -0.233, -0.089], [-4.435, -3.309, -0.908], [-1.638, -1.801, -4.102], [-1.368, 1.390, -3.644], [0.580, -0.181, 2.813], [-2.275, 3.606, -3.391], [0.047, -3.283, -4.961], [0.248, -2.367, -2.780], [0.225, 1.748, 1.607], [1.972, -2.194, 2.765], [-0.698, -0.363, 2.059], [3.236, 0.939, -1.578], [1.376, 3.891, 2.146], [-1.585, 2.667, -4.143], [-4.398, -0.620, -1.630], [-1.158, -2.606, -5.120], [-3.231, -2.654, -1.077], [0.757, -3.179, -3.777], [5.587, 1.151, -1.759], [-5.630, -2.616, -1.086], [3.288, 0.140, -0.402], [-5.610, -1.281, -1.452], [0.381, 3.197, 1.210], [1.380, -1.143, 3.702], [0.892, 3.324, -0.226], [-1.846, 1.047, -2.385], [2.535, -0.388, 4.380], [-1.879, -1.272, 2.441], [-0.984, 3.887, 1.321], [4.351, 1.460, -2.232], [-3.205, -1.301, -1.426], [-1.724, -2.710, -6.036], [2.183, 0.465, 4.964], [-1.832, 1.164, 0.937], [0.162, -1.227, 5.526], [6.739, -0.013, -0.357], [1.375, -2.486, 5.343], [-2.304, -3.199, -0.935], [-0.854, 4.961, 1.174], [-1.437, 3.735, 2.303], [-3.061, -0.740, 0.695], [1.679, -3.723, -3.622], [-0.806, 0.677, -4.233], [-3.397, 0.248, 2.111], [3.042, -1.072, 5.059], [2.652, -2.832, 3.332], [-2.437, 4.601, -3.784], [2.384, 3.488, 2.038], [1.987, 1.484, 2.873], [-1.381, -2.828, 1.021], [-3.146, -1.670, 4.142], [-2.918, 1.740, -0.650], [-2.549, -3.308, 2.264], [-1.206, 2.929, -5.122], [3.280, -0.041, 3.663], [-0.108, -2.590, 4.421], [-4.448, -4.357, -0.638], [-6.538, -0.747, -1.608], [-2.388, -0.081, 4.198], [-4.399, 0.417, -1.936], [-6.575, -3.124, -0.946], [1.081, 3.802, 3.194], [0.976, 4.384, -0.477], [0.431, -3.906, -5.756], [-2.583, -1.284, -4.224], [-3.299, 3.998, -1.544], [-0.834, -3.186, 2.653], [-1.675, 3.528, 0.563], [4.238, 2.090, -3.102], [1.196, -2.820, 2.316], [0.211, 2.858, -0.937], [-3.980, -1.410, 2.023], [-1.467, -1.520, 4.611], [2.510, -1.716, 1.973], [1.883, 2.874, -0.320], [1.419, 4.952, 1.898]]
}



Entry 2:
{
  "formula": "C41H46B2N4O7V",
  "method": "ωB97M-V/def2-TZVPD",
  "fmax_ev_per_a": 1.65,
  "multiplicity": 2,
  "s2": 1.236,
  "homo_lumo_gap_ev": [6.127, 5.465],
  "e_above_lowest_ev": 0.000,
  "symbols": ["V", "O", "O", "O", "O", "O", "O", "O", "N", "N", "N", "N", "C", "C", "C", "C", "C", "C", "C", "C", "C", "C", "C", "C", "C", "C", "C", "C", "C", "C", "C", "C", "C", "C", "C", "C", "C", "C", "C", "C", "C", "C", "C", "C", "C", "C", "C", "C", "C", "C", "C", "C", "C", "B", "B", "H", "H", "H", "H", "H", "H", "H", "H", "H", "H", "H", "H", "H", "H", "H", "H", "H", "H", "H", "H", "H", "H", "H", "H", "H", "H", "H", "H", "H", "H", "H", "H", "H", "H", "H", "H", "H", "H", "H", "H", "H", "H", "H", "H", "H", "H"],
  "coordinates": [[-0.012, -0.235, 0.018], [-2.054, -1.230, 2.143], [-2.636, 2.786, -1.343], [-2.605, -2.173, -0.821], [-0.481, -2.870, 1.775], [1.696, 0.359, -1.011], [1.755, 0.304, 3.752], [-0.399, -2.621, -1.275], [1.316, -0.501, 1.696], [3.527, 1.163, -1.959], [-0.476, 1.235, 1.078], [-1.313, 0.945, -1.360], [3.829, -2.711, -0.946], [-0.761, 0.842, -6.261], [-3.713, -3.474, -2.506], [0.069, -0.055, -3.772], [5.186, -2.743, -0.640], [2.804, -0.648, 3.481], [-1.178, 3.403, 2.714], [0.415, 0.113, -6.152], [5.258, 2.608, -0.882], [-1.103, 0.686, -3.869], [4.704, 2.008, -2.169], [4.685, -1.922, 1.567], [-1.153, -3.556, -2.081], [-1.760, 1.977, -0.710], [-2.599, -3.456, -1.478], [2.443, 2.420, -0.102], [-1.513, 1.121, -5.127], [-0.259, 2.448, 3.161], [-1.712, 3.280, 1.418], [-1.355, 2.228, 0.633], [-2.196, -2.215, 3.073], [-3.065, -3.450, 4.893], [2.999, 3.750, -0.604], [-2.872, -4.500, -0.401], [2.292, -1.431, 2.271], [0.089, 1.402, 2.353], [-1.251, -3.206, 2.855], [2.910, -2.286, -0.002], [-2.115, -4.439, 4.678], [1.058, 0.391, 2.602], [-2.693, 2.311, -2.699], [3.330, -1.867, 1.262], [-0.508, -4.923, -1.935], [-1.182, -4.332, 3.641], [-3.122, -2.311, 4.084], [5.610, -2.355, 0.622], [2.544, 1.260, -1.057], [0.822, -0.337, -4.904], [-1.055, -3.082, -3.522], [4.515, 3.873, -0.451], [-1.988, 0.940, -2.666], [-1.292, -1.808, -0.550], [-0.975, -1.603, 1.290], [2.928, 2.117, 0.834], [1.727, -0.928, -4.812], [-4.674, -3.411, -1.993], [5.453, 1.361, -2.621], [1.382, 2.500, 0.127], [-1.511, -2.099, -3.654], [4.483, 2.799, -2.891], [0.197, 2.513, 4.142], [0.384, -0.427, -2.811], [-2.949, -5.506, -0.821], [3.718, -0.096, 3.254], [-0.438, -5.098, 3.459], [-3.639, -2.635, -3.197], [-3.737, 2.254, -2.996], [-1.099, 1.190, -7.229], [-2.096, -5.311, 5.320], [3.484, -3.035, -1.921], [-1.139, -5.702, -2.369], [5.038, -1.627, 2.548], [-1.462, 4.232, 3.346], [5.905, -3.086, -1.374], [-1.535, -3.790, -4.202], [-2.170, 3.019, -3.343], [-2.409, 4.009, 1.022], [-0.001, -3.000, -3.794], [-2.739, 0.142, -2.642], [0.451, -4.929, -2.457], [1.001, -0.112, -7.034], [4.865, 4.723, -1.043], [3.443, 0.341, -2.538], [-2.437, 1.680, -5.232], [6.315, 2.837, -1.027], [-2.090, -4.494, 0.361], [-3.780, -3.563, 5.698], [6.662, -2.394, 0.877], [4.763, 4.094, 0.591], [-3.817, -4.252, 0.086], [-3.691, -4.405, -3.079], [2.713, 3.884, -1.652], [1.853, -2.298, -0.241], [2.514, 4.557, -0.054], [-3.863, -1.536, 4.236], [-0.328, -5.154, -0.886], [5.209, 1.843, -0.102], [1.764, -2.330, 2.604], [2.955, -1.257, 4.368]]
}



Entry 3:
{
  "formula": "C41H47CrN3O3S2",
  "method": "ωB97M-V/def2-TZVPD",
  "fmax_ev_per_a": 0.61,
  "multiplicity": 4,
  "total_charge": -1,
  "s2": 3.850,
  "homo_lumo_gap_ev": [6.616, 6.755],
  "e_above_lowest_ev": 0.673,
  "symbols": ["Cr", "S", "S", "O", "O", "O", "N", "N", "N", "C", "C", "C", "C", "C", "C", "C", "C", "C", "C", "C", "C", "C", "C", "C", "C", "C", "C", "C", "C", "C", "C", "C", "C", "C", "C", "C", "C", "C", "C", "C", "C", "C", "C", "C", "C", "C", "C", "C", "C", "C", "H", "H", "H", "H", "H", "H", "H", "H", "H", "H", "H", "H", "H", "H", "H", "H", "H", "H", "H", "H", "H", "H", "H", "H", "H", "H", "H", "H", "H", "H", "H", "H", "H", "H", "H", "H", "H", "H", "H", "H", "H", "H", "H", "H", "H", "H", "H"],
  "coordinates": [[-0.729, -0.297, 0.483], [-2.693, -1.473, 0.975], [-0.416, -0.116, 2.830], [-1.825, 1.467, 0.692], [-1.982, 0.476, -1.230], [2.990, 0.094, -0.760], [-4.050, 2.629, 1.591], [0.610, 2.074, -0.686], [0.472, -1.860, 0.092], [1.984, 2.081, 1.309], [-4.893, 4.669, 2.662], [0.611, 4.844, -0.876], [-4.036, 2.195, -2.062], [-4.777, 3.344, 5.113], [-5.264, 5.323, 3.824], [-3.974, 1.224, 3.977], [1.265, 4.204, 0.162], [2.138, -1.750, 1.850], [-4.700, 2.663, 6.455], [1.762, -3.060, -1.662], [-4.398, 2.778, 0.271], [-4.429, 2.658, 3.946], [2.886, -2.298, 2.879], [-0.025, 4.074, -1.836], [-4.488, 3.336, 2.715], [-0.060, -1.529, -2.268], [-3.140, -3.351, 4.513], [1.226, -2.492, 1.085], [-5.163, 2.895, -2.448], [0.381, -2.552, -1.220], [3.739, 1.233, -0.410], [0.001, 2.697, -1.692], [-1.311, -1.819, 4.763], [-2.150, -2.780, 5.304], [-2.425, 1.327, -0.418], [-5.206, 4.666, 5.042], [1.736, -5.906, 2.711], [-0.647, -3.700, -1.287], [-5.927, 3.510, -1.462], [-3.276, -2.956, 3.193], [1.137, -3.857, 1.405], [3.454, 1.780, 0.982], [-1.450, -1.400, 3.439], [1.889, -4.435, 2.418], [1.256, 2.813, 0.220], [-3.631, 2.137, -0.733], [-2.445, -1.980, 2.641], [3.795, -1.411, 3.690], [-5.568, 3.446, -0.130], [2.765, -3.653, 3.162], [3.336, -4.094, 3.972], [0.537, -0.616, -2.190], [0.090, -1.948, -3.266], [2.228, -0.693, 1.654], [-0.259, -4.649, -0.919], [0.593, 5.925, -0.930], [-2.025, -3.087, 6.335], [4.251, -1.963, 4.513], [2.418, -2.217, -1.882], [-4.888, 3.377, 7.257], [-6.836, 4.035, -1.732], [-0.936, -3.864, -2.329], [-1.542, -3.435, -0.719], [1.770, 4.769, 0.936], [3.493, 1.983, -1.166], [-1.113, -1.280, -2.172], [-5.576, 6.359, 3.779], [0.422, -4.482, 0.895], [-3.720, 2.213, 6.621], [-4.367, 0.669, 3.123], [3.066, -0.586, -0.078], [2.162, -6.160, 3.682], [0.685, -6.197, 2.715], [-3.799, -4.109, 4.920], [-4.038, -3.401, 2.565], [-0.512, 2.055, -2.398], [4.602, -0.997, 3.080], [-2.884, 1.138, 3.918], [1.952, 2.671, 2.228], [-6.210, 3.883, 0.619], [2.235, -3.682, -0.901], [3.835, 1.083, 1.735], [-0.553, 4.523, -2.666], [-4.295, 0.716, 4.884], [-5.437, 1.861, 6.539], [-3.434, 1.661, -2.787], [3.234, -0.573, 4.109], [-3.228, 2.048, 1.726], [1.446, 1.160, 1.522], [-5.459, 2.938, -3.488], [2.241, -6.513, 1.955], [1.659, -3.661, -2.570], [-0.528, -1.375, 5.366], [-5.481, 5.184, 5.953], [4.819, 1.041, -0.485], [-4.879, 5.198, 1.720], [4.044, 2.698, 1.091]]
}



- The highest multiplicity belongs to which entry?
  C41H47CrN3O3S2